{"formula": "C4H6S", "method": "ωB97M-V/def2-TZVPD", "symbols": ["C", "C", "C", "C", "S", "H", "H", "H", "H", "H", "H"], "positions_angstrom": [[-0.50, -1.05, -0.24], [1.04, 0.88, -0.16], [0.69, -0.43, 0.42], [-1.33, 0.17, 0.03], [-0.54, 1.48, -0.85], [-0.42, -1.15, -1.36], [-0.84, -2.06, 0.27], [1.03, 1.57, 0.72], [1.89, 1.02, -0.96], [1.14, -0.73, 1.42], [-2.17, 0.29, 0.70]], "multiplicity": 1, "de_lowest_kcal_mol": 75.5, "total_charge": 0, "homo_energy_ev": [-7.8, -7.5]}